# C27H60Br3Cl2CsFN5NaO12S

A structure of composition C27H60Br3Cl2CsFN5NaO12S at a distorted geometry (ωB97M-V with the def2-TZVPD basis set, the Open Molecules 2025 dataset).

LUMO in eV: -5.74
Orbital gap in Eh: 0.03944

```
! RIJCOSX wB97M-V def2-TZVPD def2/J DEFGRID3
* xyz 1 1
O -4.16 -6.90 7.37
O -0.20 2.96 -5.91
C -0.71 4.22 -6.23
H 7.21 0.61 -2.86
S -4.74 0.20 -2.87
H -4.05 -3.18 3.68
H 3.85 -1.18 -5.28
C -4.40 2.08 -0.70
Cs -2.43 -8.58 4.42
C 6.39 0.13 -3.38
H 1.39 2.99 7.46
H 2.74 1.97 -4.22
H 3.70 0.29 8.03
H -1.82 -6.23 2.20
H 5.32 -3.13 -6.76
H 5.62 -0.43 -1.48
H -6.25 2.45 0.25
Cl -1.26 4.52 -2.46
O -4.89 -4.80 7.19
H -3.32 -3.30 2.07
C 1.70 -0.90 -3.64
H 6.15 0.79 -4.22
N -6.09 0.34 0.00
H 1.17 -0.42 -1.60
Na -2.30 0.27 -3.60
H -4.38 3.14 -0.95
H -6.09 -0.93 1.46
N 6.30 -3.44 -6.79
O -2.62 4.88 -2.19
O -1.46 4.84 -5.59
H 2.96 2.64 7.48
H 6.92 -2.63 -6.94
H -3.77 1.98 0.17
H 2.29 -0.20 8.96
H 0.48 1.63 -3.77
H 6.42 -4.11 -7.55
C 0.80 3.66 -7.83
H 4.78 0.87 6.25
Br -0.59 4.90 6.09
N 2.99 -0.09 -3.70
H 4.96 1.11 4.52
Br -3.24 3.15 6.16
H -2.87 0.78 -1.42
H 1.13 1.63 5.31
O -2.24 -6.25 4.92
C 5.23 0.06 -2.38
H -4.61 2.82 1.92
H -5.67 0.90 -3.52
N 2.06 2.32 7.83
C 6.92 -1.22 -3.90
C -1.71 3.66 5.13
H 7.76 -1.06 -4.57
O -0.57 5.57 -3.13
F 1.45 1.63 -6.70
C 0.85 -0.18 -2.62
H -3.27 2.08 -2.50
C 3.53 -0.16 -5.08
C -5.85 1.68 -0.42
H 6.54 -3.88 -5.89
H -3.49 -6.21 7.27
H 2.64 -0.99 7.42
O -0.19 4.61 -7.43
H 7.27 -1.83 -3.07
C -4.56 1.96 2.58
C 2.58 1.34 -3.35
H -4.86 -4.10 2.41
C -5.28 -5.98 7.35
Cl -3.68 -0.71 1.05
H -3.56 1.53 2.51
O -1.26 3.32 -3.29
H 3.37 -0.76 -1.77
H -3.38 -7.00 2.52
C 1.11 1.30 -2.94
O -0.57 4.19 -1.23
C 0.37 2.43 -7.06
H -5.69 0.32 3.26
N -3.19 -5.05 3.24
Br -2.19 4.35 3.40
H 4.15 -1.72 -3.02
C -2.83 -5.24 4.50
H 4.99 1.07 -2.06
H 1.24 -0.85 -4.63
H 4.35 0.54 -5.18
H 1.79 4.00 -7.52
C 2.66 -0.03 7.95
H 1.93 -1.94 -3.40
H 3.20 1.69 -2.53
H -0.36 1.81 -7.59
H 0.79 3.52 -8.91
C -3.89 -3.83 2.83
H 0.90 1.95 -2.10
H -6.63 1.43 2.31
H 1.80 0.00 5.31
H -3.11 -4.42 5.17
C -5.67 0.95 2.37
C 4.27 0.77 5.29
H 4.03 -0.28 5.11
C -2.90 -6.07 2.24
H -3.26 -5.75 1.26
H 0.75 0.76 7.46
C 1.93 1.01 5.72
C 1.79 1.01 7.24
H -0.21 -0.40 -2.69
O 3.12 1.59 5.22
H 6.16 -1.80 -4.44
C 3.94 -0.70 -2.69
H -4.65 2.36 3.58
H -6.40 1.83 -1.35
C -3.71 1.34 -1.84
H 2.74 0.14 -5.77
C -5.57 -0.02 1.18
O -6.39 -6.48 7.43
H -1.12 2.77 4.96
*
```

# C27H60Cl4N7O9

A cluster of 10 separate species, C27H60Cl4N7O9 in total at a distorted geometry (ωB97M-V with the def2-TZVPD basis set, the Open Molecules 2025 dataset).

LUMO in eV: 2.22
Orbital gap in Eh: 0.26998
Relative energy (zero: lowest compared OMol25 entry of this formula, charge and spin) in kcal/mol: 44.2

```
! RIJCOSX wB97M-V def2-TZVPD def2/J DEFGRID3
* xyz -1 1
C 1.47 -6.74 -0.62
N -5.90 -1.41 -2.59
H 0.89 0.85 1.89
H 2.00 -2.03 2.95
C 3.16 0.28 -2.08
C 1.97 4.30 -0.05
N -3.07 -0.37 3.00
O -2.23 0.17 -3.07
C -2.55 -1.12 4.12
H 3.35 -5.89 -0.14
N 2.37 -5.65 -0.19
O -3.71 -2.13 -2.36
C -5.05 -1.58 -0.45
H 5.29 4.95 -2.20
H 4.99 -0.81 -5.72
H -0.57 1.73 -1.89
H -2.69 -0.67 5.11
C -4.11 1.66 -4.64
H -6.95 -2.26 -4.18
H 2.78 -2.63 0.74
H -2.72 -0.59 2.08
H -4.26 2.39 1.85
H -2.00 2.16 -0.88
H -1.30 -4.91 1.86
H 0.20 -2.86 1.75
H -3.01 -2.11 4.07
H -5.43 1.11 1.63
H 5.51 -1.92 -4.43
O -1.42 -0.72 0.15
O 0.16 -4.27 4.48
H 5.64 2.11 1.85
H 1.32 -6.75 -1.70
N 3.11 4.59 -0.83
H 2.88 1.25 -2.48
H -0.77 2.58 3.71
C -0.27 -0.30 0.40
H -1.61 3.20 -2.15
H 4.32 5.20 -3.69
C -1.56 -3.94 2.29
H -2.02 -3.26 1.57
H -2.13 -4.10 3.20
H 4.95 6.55 -2.73
H -0.80 0.89 2.19
C -1.39 3.45 3.51
C 3.26 5.48 -1.84
N -0.25 -3.30 2.54
C 4.62 1.79 1.62
C 4.51 5.55 -2.68
H 0.45 -6.82 -0.24
Cl 3.42 2.79 2.63
H -3.35 3.10 -3.46
C -3.91 0.65 3.13
H 3.61 -1.35 -3.32
H -6.69 -1.00 -2.12
O 0.73 -0.76 -0.16
C -4.37 1.30 1.80
H 4.00 -3.94 0.40
H 1.11 4.63 -0.64
H 2.68 -3.40 3.76
C -2.04 3.82 4.79
H 3.93 3.99 -0.83
N 3.98 -0.47 -3.00
H -4.72 2.47 -5.03
Cl -0.44 4.82 2.78
C -1.58 2.15 -1.89
H 1.79 -2.22 4.74
C 1.82 -2.73 3.77
H -3.82 0.91 0.94
H -4.17 -1.12 0.01
H -5.24 -2.03 -4.55
Cl -0.97 4.64 5.99
H 3.35 -0.03 1.90
H -2.88 4.50 4.61
C 4.94 0.04 -3.71
Cl 5.45 -0.77 1.17
O -4.40 1.02 4.22
H 4.53 0.14 3.16
H -5.97 -1.02 -0.27
H -5.19 -2.55 0.01
C 4.37 0.29 2.09
C -6.09 -1.62 -4.00
N -3.27 2.10 -3.57
H -3.56 1.13 -5.42
H 2.25 -0.31 -1.97
H -0.07 1.80 0.87
H 4.38 2.04 0.58
C -4.82 -1.74 -1.96
O 2.38 6.28 -2.08
C -0.07 0.84 1.38
H -2.39 2.96 5.36
H -6.21 -0.65 -4.49
H -1.50 -1.34 3.96
C 0.47 -3.46 3.60
H 2.08 4.71 0.95
H 3.40 -2.93 -0.93
C 3.15 -3.37 0.03
H 3.64 0.38 -1.11
H 1.81 3.22 0.01
C 5.52 -0.88 -4.77
H -2.18 3.14 2.83
H 1.88 -7.73 -0.47
C -2.42 1.36 -2.90
C 2.06 -4.36 -0.28
O 5.40 1.17 -3.47
O 0.94 -3.97 -0.62
H 6.55 -0.61 -4.99
H -4.68 0.83 -4.22
*
```

Q: What is the formula in the second record?
A: C27H60Cl4N7O9